Entry 1:
11
Properties=species:S:1:pos:R:3:forces:R:3:lowdin_charge:R:1 method="wB97M-V/def2-TZVPD" e_tot_ha=-3449.78813 molar_mass_g_mol=211.4 spin_multiplicity=1 lumo_energy_ha="-0.0036 / -0.0310" de_lowest_kj_mol=352.2 homo_lumo_gap_ev="8.79 / 8.21"
C -0.065 0.043 0.160 -0.8 1.3 -1.2 0.1137
C 0.647 0.752 -2.302 2.5 -2.5 2.3 -1.1734
C 1.981 1.355 -1.783 -1.1 0.3 -1.2 -0.7828
F 2.910 0.536 -1.310 -0.7 -0.3 0.5 0.1470
F 1.655 2.301 -0.895 0.5 -0.1 0.5 0.1024
F 2.567 1.989 -2.804 0.4 0.5 -0.6 0.1106
Cl -0.442 1.834 -2.789 -1.9 1.8 -0.9 0.7659
Br 0.790 -0.866 -3.297 0.1 0.4 0.3 0.7240
H 0.060 -0.910 -0.284 0.7 -0.7 0.4 -0.0107
H -1.033 0.471 0.041 -0.9 0.0 -0.3 -0.0050
H 0.496 0.718 0.766 1.1 -0.6 0.3 0.0083

Entry 2:
9
Properties=species:S:1:pos:R:3:forces:R:3:lowdin_charge:R:1 method="wB97M-V/def2-TZVPD" e_tot_ha=-2889.78181 molar_mass_g_mol=157.0 spin_multiplicity=1 lumo_energy_ha=0.0266 de_lowest_kj_mol=133.5 homo_lumo_gap_ev=11.33
C -1.206 0.655 0.581 -2.8 -0.1 0.7 -0.0018
C -0.709 -0.209 -0.235 7.1 1.5 1.0 -0.0396
C 1.093 -0.374 -0.306 -3.7 1.8 1.5 -0.8675
F 1.648 0.293 0.774 -0.5 -1.1 -0.8 -0.0416
F 1.265 -1.685 -0.195 0.9 -0.1 -0.1 0.0327
Br 1.948 0.424 -1.850 -0.3 -0.5 0.0 0.7383
H -2.298 0.723 0.631 0.1 -0.1 -0.1 0.0710
H -0.774 1.169 1.400 1.2 0.7 0.0 0.0622
H -0.967 -0.996 -0.800 -2.0 -2.1 -2.2 0.0462

Entry 3:
10
Properties=species:S:1:pos:R:3:forces:R:3:lowdin_charge:R:1 method="wB97M-V/def2-TZVPD" e_tot_ha=-2965.02129 molar_mass_g_mol=173.0 spin_multiplicity=1 lumo_energy_ha=0.0274 de_lowest_kj_mol=175.8 homo_lumo_gap_ev=9.46
C -0.090 0.226 -0.666 1.8 -1.7 0.1 -0.3687
C 0.528 -0.131 -1.802 -1.4 1.0 -0.4 -0.7142
C -0.336 -0.017 1.712 2.6 -2.6 -0.1 -0.0245
O 0.463 -0.223 0.522 -1.0 2.0 -1.1 -0.0966
F -1.270 0.846 -0.702 0.4 -0.4 0.6 0.1294
F -0.138 0.126 -2.964 0.5 0.0 0.4 -0.0228
Br 2.265 -0.716 -2.031 0.0 -0.2 0.2 0.8309
H -1.285 -0.330 1.422 -1.9 -0.7 0.4 0.0669
H -0.361 0.951 2.113 0.3 1.6 0.2 0.0727
H 0.224 -0.731 2.396 -1.3 1.0 -0.4 0.1269

Entry 4:
11
Properties=species:S:1:pos:R:3:forces:R:3:lowdin_charge:R:1 method="wB97M-V/def2-TZVPD" e_tot_ha=-3089.52191 molar_mass_g_mol=195.0 spin_multiplicity=1 lumo_energy_ha=0.0281 de_lowest_kj_mol=122.4 homo_lumo_gap_ev=10.84
C 0.550 0.028 -0.419 -3.8 -3.9 0.7 -0.5521
C 0.003 1.390 -0.113 1.6 -0.1 -2.5 -0.5348
C -0.606 -1.320 0.489 4.2 1.0 -0.4 -0.3344
F 1.065 2.201 -0.419 0.1 1.2 0.1 -0.0197
F -0.350 1.640 1.120 -0.6 0.0 1.3 0.1167
F -1.841 -0.962 0.276 -1.2 0.2 0.1 0.0945
F -0.315 -2.437 -0.209 -0.3 -0.2 -0.5 0.0157
Br 2.343 -0.289 0.114 -0.2 -0.2 -0.2 0.7584
H 0.233 -0.239 -1.515 1.3 0.3 2.0 0.1309
H -0.742 1.624 -0.887 -0.5 0.1 0.8 0.1586
H -0.339 -1.636 1.563 -0.5 1.4 -1.3 0.1662

Entry 5:
10
Properties=species:S:1:pos:R:3:forces:R:3:lowdin_charge:R:1 method="wB97M-V/def2-TZVPD" e_tot_ha=-2874.86216 molar_mass_g_mol=163.0 spin_multiplicity=1 lumo_energy_ha=-0.0393 de_lowest_kj_mol=68.7 homo_lumo_gap_ev=9.67
C -0.907 -1.454 -0.206 -0.1 0.3 -0.2 -0.3076
C 0.712 0.443 0.446 -1.9 -0.5 2.1 -0.5718
C -0.739 -0.245 0.564 -0.1 1.0 1.3 -0.4488
N -1.005 -2.457 -0.755 0.0 -0.1 -0.2 0.1736
N 1.106 0.687 -0.798 3.7 0.8 -0.6 0.1692
O 1.290 0.598 1.515 -0.1 -0.2 -1.9 0.0615
Br -2.340 1.126 0.091 1.9 -1.6 0.6 0.5299
H -0.767 -0.558 1.662 -0.5 0.9 -1.4 0.1310
H 0.519 0.915 -1.566 -0.8 -0.2 -0.2 0.0977
H 2.132 0.944 -0.951 -2.2 -0.3 0.5 0.1653

Entry 6:
8
Properties=species:S:1:pos:R:3:forces:R:3:lowdin_charge:R:1 method="wB97M-V/def2-TZVPD" e_tot_ha=-2765.29282 molar_mass_g_mol=135.0 spin_multiplicity=1 lumo_energy_ha=-0.0568 de_lowest_kj_mol=104.2 homo_lumo_gap_ev=7.98
C 0.090 -0.204 -0.315 2.0 4.6 -1.4 0.1219
C -0.141 0.930 0.431 0.4 -2.3 0.9 -0.1750
C 0.266 2.242 0.039 -0.4 2.3 -1.4 -0.3977
O 0.578 2.834 -0.918 -0.2 -0.7 1.9 0.1719
Br -0.460 3.499 2.119 0.7 -0.8 -1.6 0.0854
H -0.165 -1.107 0.041 -1.1 -3.0 1.5 0.0204
H 0.710 -0.283 -1.284 -1.3 0.8 1.5 0.1220
H -0.484 0.997 1.497 -0.1 -0.8 -1.4 0.0510

Entry 7:
8
Properties=species:S:1:pos:R:3:forces:R:3:lowdin_charge:R:1 method="wB97M-V/def2-TZVPD" e_tot_ha=-2765.31291 molar_mass_g_mol=135.0 spin_multiplicity=1 lumo_energy_ha=-0.0090 de_lowest_kj_mol=51.4 homo_lumo_gap_ev=9.61
C 0.356 -0.033 -0.219 -0.3 0.1 -0.1 0.0877
C 0.075 -0.916 0.712 -0.8 3.8 1.0 -0.2880
C 0.027 -2.234 0.430 1.4 -4.6 1.6 -0.6911
O -0.575 -3.058 -0.103 -0.7 -0.3 -1.3 0.1531
Br 1.461 -2.935 1.852 0.1 -0.3 -0.2 0.4661
H 0.192 1.018 -0.073 0.5 0.3 0.0 0.0768
H 0.686 -0.473 -1.138 0.0 0.5 -0.8 0.0821
H -0.153 -0.765 1.764 -0.1 0.6 -0.2 0.1134

Entry 8:
9
Properties=species:S:1:pos:R:3:forces:R:3:lowdin_charge:R:1 method="wB97M-V/def2-TZVPD" e_tot_ha=-2840.55436 molar_mass_g_mol=151.0 spin_multiplicity=1 lumo_energy_ha=-0.0240 de_lowest_kj_mol=81.3 homo_lumo_gap_ev=9.72
C 0.315 -1.220 0.109 0.7 -0.8 1.4 -0.3622
C 0.216 1.186 -0.557 1.7 0.1 3.5 -0.3100
C -0.207 0.102 0.440 -1.6 1.3 -1.5 -0.5829
O 0.105 -1.871 -0.857 0.1 -0.5 -0.9 0.0905
O 0.931 2.114 -0.313 -0.3 0.0 0.0 0.1029
Br -2.160 0.065 0.187 0.2 0.1 0.4 0.7724
H 0.902 -1.534 1.008 0.3 -0.7 -0.7 0.1386
H -0.152 0.907 -1.452 -1.2 -0.3 -3.9 0.0731
H 0.049 0.252 1.436 0.1 1.0 1.7 0.0775

Entry 9:
9
Properties=species:S:1:pos:R:3:forces:R:3:lowdin_charge:R:1 method="wB97M-V/def2-TZVPD" e_tot_ha=-2840.50938 molar_mass_g_mol=151.0 spin_multiplicity=1 lumo_energy_ha=0.0020 de_lowest_kj_mol=199.4 homo_lumo_gap_ev=10.32
C -0.859 -0.849 0.097 0.2 1.5 -2.4 -0.0167
C 0.816 1.728 0.085 4.3 1.5 -2.8 -0.5322
C -0.941 0.058 1.021 2.3 2.7 2.1 -0.5874
O 0.767 1.287 -1.025 -0.3 -0.2 -1.5 0.0363
O 0.174 1.413 1.078 -5.5 -3.9 4.9 -0.0103
Br -1.745 -0.040 2.747 0.5 0.4 -1.2 0.7533
H -1.679 -1.562 0.138 0.6 -0.5 -0.2 0.0788
H -0.238 -0.493 -0.823 -1.2 -1.3 1.6 0.1150
H 1.663 2.431 0.402 -1.0 -0.2 -0.4 0.1633

Entry 10:
9
Properties=species:S:1:pos:R:3:forces:R:3:lowdin_charge:R:1 method="wB97M-V/def2-TZVPD" e_tot_ha=-2840.41425 molar_mass_g_mol=151.0 spin_multiplicity=3 lumo_energy_ha="0.0045 / -0.0875" s2=2.010 de_lowest_kj_mol=140.3 homo_lumo_gap_ev="6.30 / 8.21"
C 2.356 1.272 -0.216 -2.3 -2.9 3.0 -0.3895
C -1.163 0.106 -1.057 -1.0 0.3 -2.4 -0.1464
C 2.082 0.147 0.480 -0.4 1.4 -1.7 -0.4470
O 2.557 2.310 -0.633 1.0 3.2 -1.8 0.1806
O -0.585 1.166 -0.955 -0.5 -1.6 0.4 -0.0104
Br 3.655 -1.009 0.218 1.2 -1.9 0.3 0.5868
H 1.130 -0.370 0.618 0.6 0.2 0.2 0.0448
H -1.743 -0.453 -0.302 0.6 0.4 0.8 0.0772
H -1.384 -0.392 -2.096 0.9 0.8 1.2 0.1040